Here is a 2-piece molecular cluster, C4H8OS2 overall in a non-equilibrium geometry from the Open Molecules 2025 dataset. Energies are from wB97M-V/def2-TZVPD.

Results
Strongest force on any atom, eV Å⁻¹: 4.64
Total energy, a.u.: -1028.62307
E_LUMO (spin up / spin down), hartree: -0.0446 / -0.0460
Relative energy (zero: lowest compared OMol25 entry of this formula, charge and spin), kJ/mol: 525.0
Frontier orbital gap (spin up / spin down), Ha: 0.2687 / 0.2662

Each line ends with the natural charge from an NBO analysis.
Cartesian coordinates (Å):
C 0.391734 1.567104 1.135647  -0.4659
C 0.712026 0.456176 0.557614  -0.1076
C -2.654674 0.135693 0.116183  -0.7268
C 1.494402 -1.496585 -1.110455  -0.8028
O 2.868967 0.668856 -0.384072  -0.9489
S -1.449310 -1.153113 0.500541  -0.0678
S 2.147067 -0.507683 0.250498  1.2432
H 1.189213 2.218909 1.516473  0.2450
H -0.554883 2.020895 1.324132  0.2383
H -2.777305 0.067169 -0.981818  0.2141
H -2.290627 1.005427 0.514500  0.2045
H -3.552251 -0.133679 0.510560  0.2173
H 1.296018 -2.430663 -0.572891  0.2451
H 2.398834 -1.555491 -1.769968  0.2482
H 0.780785 -0.863017 -1.606939  0.2640

Cartesian forces, eV/Å:
C 1.5 1.0 0.5
C -3.5 -2.9 0.8
C 1.8 -2.4 -3.0
C 2.2 0.3 0.4
O 0.7 -1.2 0.5
S 2.2 1.2 0.3
S 0.2 2.7 -1.2
H 0.1 -0.2 -0.4
H -0.9 -0.4 -0.1
H 0.1 0.9 0.6
H 0.5 2.5 0.6
H -2.6 -0.6 1.5
H -0.8 0.0 -1.0
H -0.7 -0.4 0.6
H -0.8 -0.6 -0.1